(1)
ORCA calculation (the ωB97M-V functional and the def2-TZVPD basis) on a 13-piece molecular cluster, C6H36O12 overall at a distorted geometry.

```
54
Properties=species:S:1:pos:R:3:mulliken_charge:R:1
C 0.53 3.11 -2.99 -1.236
C 0.35 1.80 -2.20 -0.044
C 0.26 1.97 -0.63 -0.877
C -0.10 0.83 0.40 1.032
C -1.09 1.04 1.30 -1.297
C 0.38 -0.63 0.33 -0.402
H 0.54 2.97 -4.07 0.373
H 1.57 3.55 -2.74 0.272
H -0.34 3.82 -2.82 0.311
H -0.49 1.14 -2.45 0.257
H 1.22 1.18 -2.40 0.291
H 1.26 2.33 -0.21 0.217
H -0.43 2.85 -0.41 0.252
H -1.31 0.27 1.96 0.639
H -1.70 1.99 1.46 0.169
H -0.01 -1.04 -0.55 0.011
H 1.41 -0.69 0.19 0.329
H 0.09 -1.13 1.29 -0.399
H 0.62 1.65 2.78 0.407
H 1.86 0.75 2.56 0.333
O 1.45 1.33 3.22 -0.658
H -0.77 -2.53 2.12 0.262
H -2.16 -2.43 2.34 0.266
O -1.55 -2.46 1.65 -0.456
H 3.63 -2.71 2.70 0.324
H 4.72 -2.70 1.75 0.317
O 4.37 -2.10 2.44 -0.672
H -0.83 3.04 5.01 0.320
H -1.57 3.12 3.67 0.320
O -1.45 2.50 4.50 -0.645
H -1.07 0.44 3.76 0.207
H -0.21 0.29 5.15 0.232
O -0.49 -0.07 4.34 -0.557
H 1.43 -3.31 -3.72 0.307
H 1.96 -3.06 -2.35 0.270
O 1.15 -3.03 -2.80 -0.576
H 3.63 -0.29 1.70 0.243
H 3.89 1.08 1.63 0.233
O 3.24 0.52 1.46 -0.494
H -1.16 -0.58 -5.07 0.446
H -0.29 0.55 -5.34 0.292
O -0.72 -0.11 -5.81 -0.659
H -3.07 -2.88 -0.32 0.296
H -1.62 -2.41 -0.78 0.326
O -2.61 -2.54 -1.10 -0.657
H -3.66 1.10 -4.40 0.321
H -4.43 0.53 -3.37 0.312
O -4.33 1.37 -3.77 -0.631
H 0.66 -2.42 4.15 0.276
H 0.68 -1.14 3.35 0.520
O 0.91 -2.07 3.28 -0.645
H -0.85 -2.13 -3.78 0.313
H -1.87 -1.21 -2.78 0.216
O -1.61 -1.48 -3.65 -0.610
```

Results
HOMO energy (eV): -9.34
Energy relative to the best compared isomer or geometry (same formula, charge and spin) (kcal/mol): 99.8
Molar mass (g mol⁻¹): 300.34

---

(2)
ORCA calculation (the ωB97M-V functional and the def2-TZVPD basis) on a 13-piece molecular cluster, C23H72N10O13 overall at a distorted geometry.

```
118
Properties=species:S:1:pos:R:3:mulliken_charge:R:1
C -21.18 6.21 18.64 -0.615
O -22.33 5.94 19.41 -0.594
H -21.56 6.48 17.69 -0.006
H -20.65 5.29 18.52 0.409
H -20.54 7.10 18.89 0.087
H -22.24 5.16 19.98 0.367
C -17.24 9.70 20.29 0.166
O -18.20 8.69 20.27 2.181
H -17.76 10.63 20.39 1.440
H -16.69 9.94 19.36 -0.528
H -16.49 9.48 21.05 -1.100
H -18.87 8.94 19.66 -1.716
C -20.48 6.61 22.19 -0.605
O -19.41 7.47 22.51 -0.630
H -20.56 6.62 21.12 -0.065
H -21.48 6.79 22.48 0.380
H -20.29 5.59 22.52 0.373
H -18.64 7.19 22.00 0.301
C -14.46 10.68 18.76 0.601
O -15.28 11.01 17.66 -0.756
N -13.60 9.68 18.73 -0.200
N -14.57 11.29 19.89 0.190
H -13.58 9.04 17.90 0.334
H -13.02 9.51 19.50 0.237
H -15.26 11.98 20.06 -0.379
H -14.17 10.87 20.74 0.136
C -17.20 5.57 20.37 0.121
O -18.24 5.68 19.40 -0.418
N -16.83 6.60 21.08 0.342
N -16.66 4.43 20.61 -0.312
H -17.22 7.48 20.79 -0.409
H -16.20 6.63 21.90 0.273
H -16.92 3.60 20.04 0.336
H -15.96 4.17 21.27 0.182
C -18.82 10.68 17.86 -0.089
O -18.70 11.98 18.36 -0.792
N -19.71 9.81 18.29 -0.091
N -17.97 10.10 17.13 -0.052
H -20.49 10.15 18.96 0.196
H -19.75 8.91 17.86 -0.152
H -17.07 10.56 17.08 0.249
H -17.98 9.12 16.94 -0.242
C -19.63 13.86 20.98 0.219
O -20.22 12.62 21.22 -0.749
N -19.85 14.92 21.67 -0.435
N -18.70 13.98 20.14 0.097
H -20.81 15.00 22.12 0.336
H -19.44 15.82 21.30 0.210
H -18.66 13.18 19.47 0.141
H -18.15 14.82 19.99 0.158
C -21.62 9.67 20.69 0.176
O -22.40 8.48 20.66 -0.676
N -20.76 9.88 21.63 -0.049
N -21.68 10.62 19.82 -0.422
H -20.48 9.06 22.12 0.103
H -20.30 10.76 21.68 0.243
H -22.33 10.48 18.98 0.334
H -21.29 11.56 20.02 0.255
C -15.75 14.22 20.48 -1.462
C -15.17 14.48 19.11 0.990
C -16.22 14.55 18.02 -1.252
O -14.42 15.48 19.02 -0.550
H -16.42 15.02 20.82 0.646
H -15.00 14.16 21.26 0.295
H -16.27 13.23 20.40 0.020
H -14.62 13.63 18.90 -0.012
H -16.85 15.43 18.01 0.503
H -16.92 13.74 17.95 -0.009
H -15.76 14.51 17.05 0.405
H -14.98 16.26 19.02 0.422
C -18.26 5.18 16.25 -1.291
C -18.43 6.69 16.04 0.657
C -19.74 7.07 15.38 -1.518
O -18.47 7.33 17.11 2.210
H -17.65 4.91 17.12 0.178
H -17.86 4.64 15.42 0.346
H -19.18 4.70 16.49 0.439
H -17.60 7.03 15.46 0.234
H -19.78 8.16 15.20 0.309
H -20.65 6.88 15.93 0.162
H -19.90 6.62 14.38 0.428
H -18.23 6.76 17.84 -1.497
C -16.10 11.63 23.02 -1.172
C -17.51 11.25 23.15 2.596
C -17.59 9.85 23.70 -1.996
O -18.14 11.96 23.96 -0.682
H -15.93 12.55 22.58 0.337
H -15.62 10.93 22.42 -0.120
H -15.63 11.57 24.00 0.392
H -18.18 11.33 22.25 -0.781
H -17.01 9.62 24.60 0.334
H -17.27 9.10 22.99 0.194
H -18.59 9.68 23.96 0.579
H -18.10 12.90 23.67 0.487
C -15.35 7.17 18.07 0.408
C -14.50 7.32 16.77 -0.789
C -15.04 8.43 15.80 -1.307
O -13.29 7.55 16.95 -0.620
H -15.74 8.03 18.65 0.095
H -14.85 6.48 18.75 0.410
H -16.20 6.52 17.71 -0.361
H -14.52 6.36 16.33 0.794
H -14.50 9.30 15.95 0.593
H -16.13 8.57 15.90 0.052
H -14.78 8.20 14.80 0.351
H -12.79 6.89 17.49 0.354
C -13.33 6.95 20.86 -1.314
C -13.98 8.26 21.50 2.431
C -14.33 7.97 22.95 -1.634
O -13.23 9.26 21.55 -0.554
H -14.17 6.23 20.88 0.052
H -12.48 6.57 21.48 0.470
H -13.08 7.02 19.85 0.124
H -14.94 8.39 20.96 -1.197
H -15.02 7.20 23.18 0.446
H -14.78 8.84 23.45 0.262
H -13.38 7.77 23.48 0.553
H -12.47 9.13 22.14 0.474
```

Results
HOMO energy (eV): -8.03
Energy relative to the best compared isomer or geometry (same formula, charge and spin) (kcal/mol): 272.5
Molar mass (g mol⁻¹): 696.89

---

(3)
ORCA calculation (the ωB97M-V functional and the def2-TZVPD basis) on an isolated ion of composition C4H5N2 and charge +1 at a distorted geometry.

```
11
Properties=species:S:1:pos:R:3:mulliken_charge:R:1
C 0.65 1.00 0.52 -0.316
C 0.71 -0.34 1.00 0.067
C -0.78 0.39 -1.15 0.074
C -0.53 -1.06 -0.75 -0.250
N -0.44 1.33 -0.35 0.013
N 0.02 -1.32 0.53 -0.318
H 1.30 1.66 0.93 0.450
H 1.40 -0.66 1.89 0.347
H -1.62 -1.56 -0.80 0.332
H 0.19 -1.64 -1.41 0.336
H -0.90 2.20 -0.41 0.267
```

Results
HOMO energy (alpha / beta) (eV): -14.39 / -15.22
Total charge: +1
Energy relative to the best compared isomer or geometry (same formula, charge and spin) (kcal/mol): 82.2
Molar mass (g mol⁻¹): 81.10

---

(4)
ORCA calculation (the ωB97M-V functional and the def2-TZVPD basis) on a 3-piece molecular cluster, C12H17N2O7PSi2 overall.

```
41
Properties=species:S:1:pos:R:3:mulliken_charge:R:1
O -4.50 0.51 0.40 -0.745
N -4.58 1.38 -0.45 1.073
O -5.50 2.17 -0.52 -0.590
C -3.51 1.47 -1.45 0.200
C -2.47 0.55 -1.40 -0.592
C -1.46 0.64 -2.34 -0.221
C -1.50 1.64 -3.30 -0.496
C -2.54 2.55 -3.33 -0.333
C -3.57 2.47 -2.40 -0.573
H -2.46 -0.22 -0.65 0.555
H -0.64 -0.06 -2.31 0.397
H -0.70 1.71 -4.03 0.433
H -2.57 3.33 -4.08 0.371
H -4.39 3.17 -2.40 0.465
O 1.01 -1.45 -2.25 -0.672
N 1.93 -0.74 -2.57 1.101
O 1.85 0.19 -3.35 -0.609
C 3.25 -1.01 -1.96 0.224
C 3.36 -2.06 -1.07 -0.414
C 4.60 -2.31 -0.50 -0.427
C 5.69 -1.51 -0.83 -0.454
C 5.55 -0.46 -1.72 -0.415
C 4.31 -0.20 -2.30 -0.376
H 2.49 -2.66 -0.83 0.455
H 4.71 -3.13 0.20 0.373
H 6.65 -1.71 -0.38 0.379
H 6.40 0.16 -1.97 0.366
H 4.18 0.62 -3.00 0.449
O -2.89 -0.77 2.36 -0.379
P -1.26 -0.52 2.37 0.148
O -0.65 -1.75 1.46 -0.386
Si -0.93 -1.42 4.45 0.293
O -0.87 -0.25 5.60 -0.129
Si -0.82 1.40 5.48 0.442
H -3.30 -0.19 1.71 0.403
H -0.78 -2.64 1.80 0.279
H -2.01 -2.37 4.80 -0.101
H 0.35 -2.17 4.40 -0.121
H -1.83 1.86 4.51 -0.115
H 0.53 1.82 5.05 -0.112
H -1.11 1.96 6.81 -0.146
```

Results
HOMO energy (eV): -8.53
Molar mass (g mol⁻¹): 388.42

---

(5)
ORCA calculation (the ωB97M-V functional and the def2-TZVPD basis) on a 2-piece molecular cluster, C10H19N2O3S overall at a distorted geometry.

```
35
Properties=species:S:1:pos:R:3:mulliken_charge:R:1
C -4.09 -1.46 -2.58 -0.989
C -3.16 -0.29 -2.48 0.614
O -3.44 0.84 -2.71 -0.449
O -1.84 -0.59 -2.10 -0.287
C -1.65 -1.38 -0.96 -0.397
S -0.46 -0.44 0.09 0.061
N -1.08 -0.26 1.64 0.109
C -1.66 -1.51 2.18 -0.965
C -1.93 0.91 1.85 0.602
C -1.40 2.24 1.41 -0.981
O -2.98 0.74 2.40 -0.488
H -3.57 -2.40 -2.75 0.366
H -4.65 -1.54 -1.64 0.326
H -4.81 -1.24 -3.36 0.326
H -2.57 -1.55 -0.41 0.356
H -1.15 -2.31 -1.20 0.434
H -0.65 0.78 -0.43 0.258
H -1.83 -1.35 3.24 0.336
H -0.94 -2.32 2.04 0.383
H -2.62 -1.76 1.73 0.398
H -2.05 2.61 0.61 0.333
H -1.47 2.92 2.26 0.358
H -0.37 2.22 1.06 0.257
C 5.48 0.96 0.45 -1.170
C 4.48 -0.15 0.15 -0.477
C 3.30 0.32 -0.70 -0.204
C 2.55 1.39 -0.03 0.247
N 1.96 2.21 0.52 -0.491
H 5.03 1.76 1.02 0.348
H 6.32 0.57 1.02 0.346
H 5.88 1.38 -0.48 0.308
H 4.11 -0.57 1.09 0.272
H 4.98 -0.97 -0.38 0.338
H 2.61 -0.50 -0.91 0.163
H 3.65 0.71 -1.66 0.358
```

Results
HOMO energy (eV): -14.16
Total charge: +1
Energy relative to the best compared isomer or geometry (same formula, charge and spin) (kcal/mol): 25.4
Molar mass (g mol⁻¹): 247.34

---

(6)
ORCA calculation (the ωB97M-V functional and the def2-TZVPD basis) on a 7-piece molecular cluster, C30H45BrF19N3O18P3 overall at a distorted geometry.

```
119
Properties=species:S:1:pos:R:3:mulliken_charge:R:1
C 4.50 -0.71 -0.51 -0.977
C 4.19 0.80 -0.48 0.096
C 3.55 1.30 -1.75 0.193
O 3.90 2.28 -2.33 -0.558
O 2.50 0.53 -2.25 -0.225
C 1.25 0.85 -1.66 -0.459
C 0.93 0.07 -0.37 -0.166
N -0.26 -0.83 -0.44 0.971
P -0.15 -2.15 0.77 -0.085
P 0.19 -3.98 -0.41 0.775
O -0.51 -5.09 0.20 -0.600
O 1.76 -4.14 -0.48 -0.465
O -0.32 -3.64 -1.90 -0.158
C -1.49 -0.19 -0.41 -1.149
N -2.38 -0.26 -1.43 -0.208
P -2.88 1.20 -2.44 0.213
O -2.12 0.89 -3.83 -0.376
Br -1.70 2.88 -1.57 0.032
N -1.92 0.47 0.65 0.561
F -1.14 0.61 1.72 -0.135
H 5.45 -0.92 -0.05 0.338
H 4.48 -1.10 -1.53 0.208
H 3.76 -1.27 0.06 0.261
H 5.10 1.37 -0.35 0.241
H 3.52 1.04 0.35 0.243
H 1.25 1.91 -1.40 0.071
H 0.47 0.74 -2.42 0.292
H 0.87 0.77 0.47 0.271
H 1.77 -0.58 -0.16 0.152
H -1.48 -2.32 1.18 0.098
H 2.16 -3.62 -1.18 0.387
H 0.04 -2.79 -2.17 0.206
H -2.07 -1.03 -2.03 0.400
H -1.64 0.05 -3.89 0.298
H -2.83 0.92 0.68 0.196
C 0.66 7.22 3.97 -1.133
C -0.13 5.93 3.99 0.003
O -0.19 5.34 2.66 -0.307
C 0.87 4.66 2.28 0.009
O 1.87 4.44 2.88 -0.531
C 0.62 4.09 0.86 1.024
F 0.09 5.00 0.04 -0.265
F -0.24 3.04 0.93 -0.128
F 1.75 3.65 0.32 -0.227
H 0.23 7.91 3.24 0.332
H 0.62 7.69 4.95 0.306
H 1.70 7.05 3.70 0.388
H -1.16 6.11 4.28 0.229
H 0.30 5.21 4.69 0.306
C 1.36 -4.22 -8.39 -1.215
C 0.78 -4.63 -7.06 -0.073
O 1.61 -4.15 -5.96 -0.287
C 1.43 -2.90 -5.61 0.222
O 0.65 -2.10 -6.04 -0.534
C 2.38 -2.54 -4.44 0.978
F 3.61 -2.99 -4.63 -0.263
F 1.92 -3.09 -3.28 -0.323
F 2.42 -1.24 -4.25 -0.193
H 2.39 -4.57 -8.48 0.318
H 0.77 -4.65 -9.20 0.388
H 1.37 -3.14 -8.51 0.331
H 0.76 -5.71 -6.96 0.291
H -0.24 -4.26 -6.93 0.298
C 9.64 -2.71 3.28 -1.115
C 10.19 -1.55 2.48 -0.213
O 9.13 -0.70 1.98 -0.312
C 8.65 0.18 2.85 0.278
O 8.98 0.35 3.98 -0.510
C 7.57 1.04 2.15 0.958
F 6.72 0.28 1.44 -0.249
F 8.13 1.91 1.32 -0.264
F 6.85 1.71 3.05 -0.249
H 8.92 -3.27 2.69 0.301
H 10.45 -3.37 3.57 0.382
H 9.14 -2.36 4.18 0.317
H 10.70 -1.90 1.58 0.319
H 10.90 -0.95 3.05 0.338
C -3.20 -7.49 -3.39 -1.153
C -3.24 -6.18 -4.14 -0.069
O -2.94 -6.37 -5.53 -0.244
C -3.93 -6.80 -6.30 0.276
O -5.05 -7.04 -5.96 -0.513
C -3.44 -6.90 -7.76 0.927
F -2.24 -7.48 -7.83 -0.243
F -3.33 -5.66 -8.28 -0.251
F -4.30 -7.58 -8.50 -0.239
H -2.24 -7.99 -3.54 0.301
H -3.35 -7.32 -2.32 0.374
H -3.98 -8.17 -3.74 0.353
H -2.47 -5.50 -3.77 0.156
H -4.20 -5.68 -4.03 0.325
C -1.34 6.54 9.69 -1.069
C -2.69 6.67 9.02 -0.233
O -2.77 7.88 8.25 -0.342
C -2.23 7.86 7.05 0.337
O -1.67 6.94 6.52 -0.480
C -2.43 9.22 6.35 0.917
F -2.16 10.23 7.16 -0.255
F -3.70 9.33 5.95 -0.262
F -1.65 9.31 5.28 -0.213
H -1.13 7.42 10.30 0.312
H -1.33 5.66 10.34 0.371
H -0.54 6.44 8.96 0.288
H -3.48 6.75 9.76 0.324
H -2.91 5.81 8.38 0.309
C -8.27 -2.41 1.41 -1.080
C -8.77 -1.35 0.46 -0.207
O -7.96 -0.14 0.54 -0.314
C -6.83 -0.15 -0.13 0.369
O -6.38 -1.02 -0.81 -0.532
C -6.13 1.22 0.03 0.880
F -6.09 1.62 1.29 -0.262
F -6.73 2.15 -0.70 -0.255
F -4.85 1.11 -0.40 -0.092
H -8.22 -2.02 2.43 0.307
H -8.94 -3.27 1.39 0.372
H -7.27 -2.75 1.13 0.304
H -9.77 -1.02 0.73 0.318
H -8.80 -1.70 -0.57 0.319
```

Results
HOMO energy (eV): -12.32
Total charge: +1
Molar mass (g mol⁻¹): 1269.48

---

(7)
ORCA calculation (the ωB97M-V functional and the def2-TZVPD basis) on the molecule C6H9N.

```
16
Properties=species:S:1:pos:R:3:mulliken_charge:R:1
C -0.03 2.54 -0.32 -1.203
C -0.14 1.05 -0.51 0.730
C 0.11 0.19 -1.56 -0.802
N 0.10 -1.10 -1.07 -0.008
C -0.15 -1.08 0.28 0.051
C 0.04 -2.20 1.24 -1.167
C -0.34 0.23 0.62 -0.331
H -0.30 3.17 -1.16 0.347
H 1.00 2.80 -0.03 0.229
H -0.66 2.82 0.53 0.314
H 0.36 0.37 -2.60 0.393
H 0.24 -1.95 -1.59 0.193
H 0.10 -3.20 0.78 0.336
H 0.98 -2.03 1.79 0.248
H -0.77 -2.20 1.97 0.309
H -0.56 0.58 1.62 0.361
```

Results
HOMO energy (eV): -7.77
Energy relative to the best compared isomer or geometry (same formula, charge and spin) (kcal/mol): 7.5
Molar mass (g mol⁻¹): 95.14

---

(8)
ORCA calculation (the ωB97M-V functional and the def2-TZVPD basis) on C23H26N2O5 as an isolated structure at a distorted geometry.

```
56
Properties=species:S:1:pos:R:3:mulliken_charge:R:1
C -0.64 5.92 5.70 -1.396
H 0.10 6.65 5.99 0.361
H -1.17 5.51 6.40 0.470
H -1.17 6.44 4.86 0.329
C 0.24 4.98 5.00 -0.402
C 0.97 4.21 6.27 -0.858
H 0.21 3.90 7.14 0.258
H 1.91 4.90 6.60 0.328
H 1.67 3.33 5.88 0.292
H 0.85 5.18 4.29 0.862
O -0.64 3.80 4.78 -0.316
C -0.24 2.97 3.86 0.766
C 0.88 2.90 3.08 -1.275
C 1.15 1.63 2.37 -0.268
C 0.21 0.91 1.91 0.454
C -1.27 1.03 2.59 -0.522
C -1.53 2.11 3.30 -1.056
H -2.47 2.22 3.84 0.323
H -1.86 0.26 2.18 0.531
N 0.29 -0.27 1.13 0.227
C 1.64 -0.71 0.79 0.102
O 2.55 -0.59 1.52 -0.555
C 1.37 -1.95 -0.19 -0.526
H 1.30 -2.91 0.34 0.282
C 0.26 -1.57 -0.84 1.038
C 0.07 -0.79 -2.16 0.424
O 0.95 -0.45 -2.84 -0.738
O -1.02 -0.36 -2.40 -0.376
C -1.37 0.47 -3.60 -0.733
H -2.25 1.01 -3.63 0.417
H -0.28 1.02 -3.84 0.338
C -1.33 -0.53 -4.82 0.685
O -2.49 -1.00 -5.22 -0.722
N -0.29 -1.05 -5.22 -0.246
H 0.55 -0.81 -4.67 0.422
C -0.09 -2.66 -5.69 -1.304
C 0.15 -3.41 -4.71 1.183
C 1.07 -3.91 -4.06 0.218
C 1.45 -4.60 -3.00 -0.878
C 0.33 -5.11 -2.18 -0.752
C -1.12 -4.82 -2.87 -0.504
C -1.25 -4.03 -3.72 -0.717
H -2.14 -3.63 -4.24 0.354
H -1.91 -5.01 -2.33 0.545
H 0.55 -5.61 -1.40 0.752
H 2.40 -4.85 -2.85 0.650
H 2.05 -3.39 -4.78 -0.123
H -1.23 -2.65 -6.45 0.330
H 0.80 -2.55 -6.48 0.290
H -0.58 -2.46 -0.95 -0.069
C -0.67 -0.84 0.30 -1.491
H -1.21 -1.54 0.93 0.398
H -1.32 -0.17 -0.21 0.566
H 2.00 -1.82 -1.09 0.332
H 1.98 1.51 1.85 0.622
H 1.59 3.21 3.57 0.679
```

Results
HOMO energy (eV): -7.71
Energy relative to the best compared isomer or geometry (same formula, charge and spin) (kcal/mol): 527.5
Molar mass (g mol⁻¹): 410.47

---

Which formula does entry 7 have?
C6H9N

---

Which of these has the lowest molar mass?
C4H5N2